1.
{"formula": "C15H21Cl5GdGeN3O2", "method": "wB97M-V/def2-TZVPD", "molar_mass_g_mol": 682.477, "total_energy_ev": -164420.8029, "charge": 1, "homo_lumo_gap_ev": [7.773, 5.702], "homo_ev": [-12.0, -12.1], "multiplicity": 7, "elements": ["Gd", "Cl", "C", "C", "C", "Cl", "C", "C", "C", "C", "N", "C", "C", "O", "H", "H", "H", "H", "N", "C", "C", "C", "N", "H", "H", "H", "H", "H", "H", "H", "H", "H", "H", "C", "C", "C", "O", "H", "H", "H", "H", "H", "H", "H", "Cl", "Ge", "Cl", "Cl"], "xyz": [[-0.469740, 0.109233, -1.464806], [3.841424, -1.366022, 1.326686], [2.516551, -0.589505, 2.062203], [2.439061, -0.624070, 3.466643], [1.236424, -0.413404, 4.153108], [1.137214, -0.658534, 5.831867], [0.115344, 0.089448, 3.442660], [-1.159608, 0.391765, 4.093466], [-2.231510, 0.738045, 3.262545], [-2.132212, 0.660341, 1.882103], [-0.974928, 0.489405, 1.261306], [0.181144, 0.221199, 1.998637], [1.401722, -0.145811, 1.319231], [1.360669, -0.179271, 0.014085], [3.278973, -1.126205, 3.990557], [-1.317027, 0.203434, 5.156468], [-3.208261, 0.897953, 3.633835], [-2.990530, 0.766612, 1.203181], [-0.244361, 2.643626, -0.719891], [1.082810, 3.306687, -0.835517], [2.289338, 2.423036, -1.238111], [2.242561, 1.841224, -2.626713], [1.899241, 0.431334, -2.673557], [-1.044340, 3.221279, -0.992720], [-0.384534, 2.487716, 0.291789], [1.306392, 3.894834, 0.066519], [1.007786, 3.968789, -1.683821], [2.521620, 1.632597, -0.527492], [3.176824, 3.074242, -1.248302], [3.200078, 1.969166, -3.202437], [1.635068, 2.442446, -3.276764], [2.553692, -0.248118, -2.258998], [1.600739, 0.133447, -3.604499], [-2.502906, -3.080331, 0.519252], [-1.927424, -2.932564, -0.912066], [-1.015553, -4.112949, -1.175221], [-1.309274, -1.656216, -0.947767], [-2.958047, -4.098254, 0.681145], [-3.305709, -2.359385, 0.693806], [-1.710909, -3.067034, 1.240440], [-2.694698, -2.866495, -1.660668], [-0.298941, -4.114911, -0.284138], [-0.403442, -3.897692, -2.015010], [-1.526406, -5.071090, -1.206250], [-0.726078, -0.574587, -4.340223], [-2.295253, 1.193580, -5.004941], [-2.677858, 1.314023, -2.547211], [-0.515127, 2.636989, -5.144408]], "forces_ev_per_angstrom": [[0.2, -0.1, -0.7], [-0.1, 0.5, -0.2], [0.1, -0.4, 1.7], [0.4, -1.4, 0.1], [1.0, 0.7, -0.7], [0.2, -0.1, -0.1], [-2.3, 0.6, -0.7], [0.4, -0.4, -2.0], [0.9, -1.0, 0.9], [1.0, 0.4, -1.0], [2.0, -0.7, 0.4], [-2.3, 0.1, 2.1], [-1.1, 0.0, -4.0], [0.7, -0.1, 3.1], [-0.6, 0.7, -0.3], [0.2, 0.4, -0.3], [-0.7, 0.2, 0.7], [0.2, 0.0, 0.6], [0.2, -0.6, 1.3], [0.2, 0.1, -0.7], [0.5, 0.5, 0.5], [1.9, -0.1, -1.3], [-1.9, -1.1, 0.2], [0.6, 0.0, -0.2], [-0.1, 0.0, -0.8], [0.0, -0.2, -0.3], [-0.2, 0.7, -0.1], [-0.1, 0.1, 0.1], [-0.4, 0.1, 0.4], [-0.2, 0.0, 1.0], [-1.2, -0.1, -0.2], [-0.2, 0.9, -0.4], [0.5, 0.1, 0.2], [-1.4, -1.5, -1.0], [-0.5, 0.2, 1.5], [1.3, 1.0, 2.2], [0.7, -0.2, -0.3], [0.2, 0.8, -0.4], [0.3, 0.1, 0.2], [0.5, 0.6, 0.4], [-0.7, -0.3, -0.3], [-0.7, -0.3, -1.1], [0.4, -0.3, -1.1], [-0.1, 0.1, -0.2], [-0.3, 0.1, 0.0], [1.2, -0.1, 0.5], [-0.3, 0.4, -0.1], [-0.7, -0.3, 0.2]]}



2.
{"formula": "CH6P2", "method": "wB97M-V/def2-TZVPD", "molar_mass_g_mol": 80.007, "total_energy_ev": -19708.6619, "e_above_lowest_kcal_mol": 49.8, "homo_lumo_gap_ev": [6.888, 6.898], "homo_ev": [-8.2, -8.2], "multiplicity": 1, "elements": ["C", "P", "P", "H", "H", "H", "H", "H", "H"], "xyz": [[2.408836, 0.128138, 0.059926], [-3.535883, 0.329604, -0.132350], [-1.538511, 0.233342, -0.686161], [1.525764, 0.166320, 0.690296], [3.266294, -0.034534, 0.729972], [2.202745, -0.744685, -0.587252], [-3.709970, -0.936930, -0.693801], [-3.240927, -0.100107, 1.261951], [2.621652, 0.958854, -0.642578]], "forces_ev_per_angstrom": [[0.3, -0.7, -0.6], [-0.1, 0.0, 1.4], [1.2, 0.3, -0.5], [-0.1, 0.8, -0.1], [-0.2, -0.1, -0.5], [0.6, 0.1, 0.4], [-0.5, -0.5, 0.1], [-0.6, 0.2, -1.1], [-0.5, -0.1, 0.8]]}



3.
{"formula": "C5H8O2", "method": "wB97M-V/def2-TZVPD", "molar_mass_g_mol": 100.117, "total_energy_ev": -9404.7525, "e_above_lowest_kcal_mol": 117.1, "homo_lumo_gap_ev": 9.646, "homo_ev": -9.0, "multiplicity": 1, "elements": ["O", "C", "C", "O", "C", "C", "C", "H", "H", "H", "H", "H", "H", "H", "H"], "xyz": [[-2.248176, 0.828708, 1.173826], [-1.650169, -0.045657, 0.248995], [-0.415072, 0.607286, -0.345607], [0.461284, 1.046860, 0.708182], [1.518164, 0.194253, 0.260841], [1.516616, -1.169092, 0.648007], [0.621747, -0.346506, -0.953588], [-1.548672, 1.053169, 1.805421], [-1.358465, -0.997538, 0.717710], [-2.388565, -0.248282, -0.534993], [-0.682771, 1.451243, -0.991965], [2.409041, 0.766008, -0.017733], [0.326225, -1.403414, -0.903192], [2.373032, -1.616346, 0.106567], [1.065781, -0.120690, -1.922471]], "forces_ev_per_angstrom": [[0.1, 0.1, 0.2], [0.1, -0.2, -0.3], [-0.2, 0.0, -0.1], [0.0, 0.1, 0.1], [0.3, -0.2, 0.1], [0.2, 0.2, -0.1], [-0.1, -0.1, -0.3], [-0.2, 0.0, 0.0], [0.0, 0.2, 0.0], [0.1, 0.0, 0.1], [0.0, -0.1, 0.1], [-0.1, -0.1, 0.0], [0.0, 0.1, -0.1], [-0.1, 0.1, 0.1], [0.0, 0.0, 0.2]]}



4.
{"formula": "C23H48BBrFN2O10S2", "method": "wB97M-V/def2-TZVPD", "molar_mass_g_mol": 686.489, "total_energy_ev": -143181.9443, "e_above_lowest_kcal_mol": 20.5, "charge": 1, "homo_lumo_gap_ev": 7.627, "homo_ev": -9.9, "multiplicity": 1, "elements": ["C", "C", "C", "C", "N", "O", "C", "C", "F", "C", "C", "C", "C", "Br", "C", "C", "N", "C", "C", "C", "O", "C", "C", "B", "O", "O", "H", "H", "H", "H", "H", "H", "H", "H", "H", "H", "H", "H", "H", "H", "H", "H", "H", "H", "H", "H", "H", "H", "H", "H", "H", "H", "H", "H", "H", "H", "H", "H", "O", "S", "O", "O", "C", "C", "C", "H", "H", "H", "H", "H", "H", "H", "H", "O", "S", "O", "O", "C", "C", "C", "H", "H", "H", "H", "H", "H", "H", "H"], "xyz": [[-0.695231, 2.734290, 2.195481], [0.637286, 2.634174, 1.841711], [1.614969, 1.672788, 2.542473], [2.698896, 1.136965, 1.560516], [3.877098, 2.007557, 1.758884], [2.265886, 1.400598, 0.227641], [2.883824, 0.557946, -0.742782], [2.480204, 1.096052, -2.149299], [1.881872, 0.129210, -2.966374], [1.545254, 2.320081, -2.117970], [0.057792, 1.946864, -1.795640], [2.548644, -0.936444, -0.543835], [3.548822, -1.798022, -1.361726], [5.400870, -1.621818, -0.736784], [3.081847, -3.313271, -1.440310], [4.005130, -4.318724, -0.705026], [2.534688, -1.357052, 0.904443], [1.247742, -1.932106, 1.372166], [0.066319, -0.898126, 1.194021], [-1.335523, -1.519574, 1.337299], [-0.702018, -0.647554, 2.348634], [3.178898, -0.331650, 1.806377], [3.260199, -0.779730, 3.293235], [4.709970, -0.520777, 3.945272], [4.979234, 0.422101, 4.923626], [5.705502, -1.319867, 3.444380], [-1.501520, 2.424654, 1.520525], [-0.926498, 3.187287, 3.173277], [0.980107, 3.318711, 1.053633], [1.077469, 0.911137, 3.114546], [2.142250, 2.301596, 3.295800], [4.130767, 2.067497, 2.735881], [4.654643, 1.724331, 1.170162], [3.970951, 0.742923, -0.644740], [3.396341, 1.428245, -2.666861], [1.532113, 2.696266, -3.157110], [1.922855, 3.147951, -1.507695], [-0.193194, 2.470822, -0.858436], [-0.649583, 2.306770, -2.566743], [-0.052962, 0.864714, -1.616951], [1.579851, -1.135218, -1.029074], [3.539041, -1.448121, -2.401270], [2.066416, -3.399724, -1.021908], [3.034199, -3.609318, -2.495565], [3.554388, -5.325007, -0.668503], [4.925022, -4.434053, -1.294597], [4.224334, -4.047050, 0.339475], [3.209653, -2.136955, 0.914556], [1.209320, -2.283442, 2.407035], [0.987940, -2.770985, 0.711141], [0.188348, -0.098832, 0.444030], [-1.436847, -2.544572, 1.689192], [-2.002229, -0.994820, 0.654417], [4.232393, -0.338957, 1.477959], [2.431598, -0.430313, 3.922106], [3.177042, -1.886820, 3.270078], [4.812466, 1.323851, 4.616166], [6.574068, -1.005574, 3.742507], [-1.727540, 4.081519, -3.958894], [-2.207972, 4.730436, -5.145751], [-1.728316, 6.020773, -5.528559], [-3.803512, 4.753880, -5.111252], [-4.451054, 5.313074, -3.954488], [-4.422301, 6.829143, -3.964136], [-2.036478, 3.633628, -6.515536], [-4.007082, 4.914204, -3.039984], [-5.484221, 4.969405, -3.987713], [-3.406396, 7.204596, -3.840996], [-5.030846, 7.226663, -3.151133], [-4.798113, 7.215102, -4.912033], [-2.441010, 2.662441, -6.241862], [-0.974794, 3.551288, -6.739730], [-2.566988, 4.051976, -7.367249], [-4.922212, -6.403509, 1.633493], [-4.767269, -4.997460, 1.428039], [-3.513410, -4.345199, 1.677549], [-5.918444, -4.225614, 2.217604], [-6.081264, -4.497210, 3.621993], [-5.029138, -3.799831, 4.462312], [-5.307533, -4.586366, -0.199136], [-6.083409, -5.573622, 3.803151], [-7.067728, -4.123114, 3.891978], [-4.038831, -4.217441, 4.279149], [-5.252948, -3.913120, 5.523386], [-4.984041, -2.737436, 4.219131], [-6.278296, -5.043287, -0.372184], [-4.573973, -4.981815, -0.898994], [-5.363799, -3.504010, -0.287600]], "forces_ev_per_angstrom": [[0.8, 0.2, 0.4], [-0.8, -0.3, 0.0], [0.3, 2.2, 1.0], [0.5, 1.3, 0.5], [-0.6, -0.3, -0.1], [-0.3, -1.7, 0.2], [0.2, 0.6, 0.4], [0.2, 1.4, -0.1], [0.2, -0.2, 0.4], [-0.9, -0.4, -1.2], [0.4, 0.7, 0.8], [0.6, 0.4, -1.6], [-0.9, -1.0, -0.4], [-0.3, 0.2, -0.1], [0.6, -0.1, 0.7], [-0.4, -0.4, -0.4], [0.6, -0.8, 0.4], [-2.5, 1.1, -0.9], [-0.7, -2.3, 0.3], [2.6, 1.8, 0.2], [-0.4, -0.1, -1.0], [0.8, 0.7, 0.5], [-0.3, -0.6, -0.3], [-0.1, 0.0, -0.3], [0.2, 0.0, -0.8], [-0.1, 0.5, 0.3], [0.1, 2.0, -0.5], [-0.3, -2.2, 0.5], [0.0, -1.7, -1.0], [-0.1, 0.1, -0.5], [0.1, -0.7, -0.1], [0.2, 0.1, -0.2], [0.1, 0.1, 0.3], [-0.3, -0.5, -0.2], [-0.2, -0.5, 0.1], [0.3, -0.1, 0.4], [0.0, -0.5, 0.0], [-0.2, -0.4, -0.3], [0.5, -0.4, 0.3], [-0.1, 0.4, -0.2], [0.2, 0.0, 0.6], [0.1, 0.3, 0.5], [0.2, 0.1, -0.3], [-0.1, 0.2, 0.3], [-0.1, 0.5, -0.1], [-0.1, 0.1, 0.6], [0.1, 0.0, -0.4], [-0.1, 0.2, 0.2], [0.6, 0.2, -0.2], [0.5, 0.2, 0.2], [0.0, -0.1, 0.6], [-0.3, 0.2, -0.4], [-0.6, -0.5, 0.6], [-0.5, -0.1, -0.3], [0.2, 0.0, -0.3], [0.1, 0.4, 0.2], [-0.2, -0.2, 0.6], [-0.2, -0.3, 0.0], [0.1, 0.2, 0.1], [-0.5, -0.2, -0.5], [0.2, 0.0, 0.3], [0.3, -0.2, -0.1], [-0.4, 0.5, 0.6], [0.3, 0.1, -0.1], [-0.1, -0.1, 0.0], [0.1, -0.1, -0.1], [0.1, -0.2, -0.2], [0.0, 0.0, 0.0], [0.0, -0.1, 0.0], [-0.1, 0.0, 0.0], [0.0, 0.0, 0.0], [0.0, 0.1, 0.1], [0.0, 0.0, 0.0], [0.3, 0.0, 0.2], [-0.7, 0.3, -0.2], [0.2, -0.2, 0.0], [0.2, -0.1, -0.4], [0.0, 0.0, 0.8], [0.3, 0.0, -0.2], [0.0, 0.1, 0.0], [0.1, 0.0, -0.2], [0.0, 0.0, -0.3], [0.0, 0.0, 0.0], [-0.1, 0.0, 0.0], [-0.1, 0.0, 0.1], [0.0, 0.0, 0.0], [0.0, 0.0, 0.1], [0.0, 0.0, 0.0]]}



5.
{"formula": "C4H6N2", "method": "wB97M-V/def2-TZVPD", "molar_mass_g_mol": 82.106, "total_energy_ev": -7221.0779, "e_above_lowest_kcal_mol": 104.1, "homo_lumo_gap_ev": 7.880, "homo_ev": -8.0, "multiplicity": 1, "elements": ["C", "C", "C", "N", "N", "C", "H", "H", "H", "H", "H", "H"], "xyz": [[1.256395, -0.722752, -0.873990], [0.079503, -0.113452, -0.180781], [0.107639, 0.722797, 1.006984], [-0.973135, 1.161658, 1.535290], [-2.431544, -0.015337, -0.357002], [-1.223370, -0.209244, -0.494079], [1.174445, -0.668214, -1.965348], [2.160730, -0.173036, -0.593795], [1.418126, -1.773057, -0.600627], [1.112681, 0.949054, 1.378973], [-0.801988, 1.751821, 2.340654], [-1.883165, -0.913427, -1.204741]], "forces_ev_per_angstrom": [[0.2, -0.1, -0.1], [0.1, 0.2, 0.1], [0.0, 0.0, 0.0], [0.3, 0.1, 0.2], [0.7, -0.6, -0.7], [-0.3, 0.4, 0.5], [0.0, 0.0, 0.2], [-0.1, -0.1, -0.1], [0.0, 0.2, 0.0], [-0.1, 0.0, 0.1], [0.1, 0.0, 0.0], [-0.9, -0.1, -0.3]]}



6.
{"formula": "C6H37NO12", "method": "wB97M-V/def2-TZVPD", "molar_mass_g_mol": 315.357, "total_energy_ev": -32878.5673, "e_above_lowest_kcal_mol": 144.7, "homo_lumo_gap_ev": 9.536, "homo_ev": -9.5, "multiplicity": 1, "elements": ["C", "C", "C", "C", "C", "C", "N", "H", "H", "H", "H", "H", "H", "H", "H", "H", "H", "H", "H", "H", "H", "H", "O", "H", "H", "O", "H", "H", "O", "H", "H", "O", "H", "H", "O", "H", "H", "O", "H", "H", "O", "H", "H", "O", "H", "H", "O", "H", "H", "O", "H", "H", "O", "H", "H", "O"], "xyz": [[-2.163644, -0.398002, 1.060521], [-1.303232, -1.556504, 1.538197], [-0.100971, -1.886152, 0.451366], [0.790721, -0.067574, -0.906130], [0.674873, -0.613390, 0.268055], [1.340920, -0.086741, 1.460879], [-3.161866, -0.921898, 0.151536], [-2.683814, 0.012745, 2.024142], [-1.367509, 0.398642, 0.650588], [-0.658963, -1.256100, 2.357018], [-1.903179, -2.403549, 1.911039], [-0.372729, -2.220688, -0.545413], [0.413483, -2.776510, 0.779780], [0.164625, -0.405875, -1.730244], [1.430228, 0.810957, -1.136049], [1.852465, 0.842920, 1.212417], [2.129753, -0.956146, 1.853661], [0.770704, 0.255923, 2.326521], [-3.811701, -1.605793, 0.611493], [-2.782429, -1.404137, -0.671619], [2.165653, -1.439607, -2.067062], [3.215698, -0.360356, -2.823739], [2.547878, -1.229602, -2.958377], [-3.020847, 2.109932, 1.451126], [-2.232257, 2.034262, 0.064747], [-2.278923, 2.398538, 0.985337], [4.652523, -0.979427, -1.516262], [4.397604, 0.471717, -1.136202], [4.727201, -0.140319, -1.944806], [0.025863, -2.241446, -2.588022], [-0.050889, -2.211031, -4.163976], [-0.564510, -1.992070, -3.333671], [-0.938714, 3.410308, 0.123053], [-1.491347, 4.193521, -1.178455], [-0.870463, 4.290043, -0.349149], [-0.044617, 0.351862, 3.917772], [-1.054722, -0.109788, 4.797478], [-0.125167, -0.263741, 4.725167], [-0.367146, 2.711791, 1.778026], [0.672747, 3.586435, 2.675007], [0.454419, 2.722116, 2.189036], [2.483504, -3.451380, 1.361098], [1.624703, -4.459772, 0.793475], [2.488381, -4.282306, 0.751387], [0.281537, 3.634309, -1.451732], [1.688294, 2.995957, -1.479874], [0.788363, 2.986232, -1.887930], [-2.249503, 0.112662, -3.920966], [-2.331033, -0.377680, -2.491969], [-2.756911, 0.261753, -3.138144], [1.136514, -2.028514, 3.784730], [0.445604, -3.350118, 3.699570], [1.197291, -2.924627, 3.492899], [-1.363482, 2.664218, -2.659695], [-2.398304, 1.687554, -2.388758], [-2.073468, 2.655941, -2.096847]], "forces_ev_per_angstrom": [[1.3, -0.2, 1.6], [2.2, -0.4, -0.9], [-2.4, 0.2, 0.6], [0.1, 1.7, -2.0], [-0.1, -1.7, 1.6], [3.2, -1.1, 1.4], [-1.4, 0.0, -0.7], [0.7, -0.3, -1.9], [-2.5, -1.8, 0.6], [-0.3, 0.1, 0.5], [0.3, 0.1, -0.6], [-1.0, 0.1, -0.2], [0.7, 0.3, 0.7], [0.4, 0.0, 0.0], [-0.8, -0.7, 0.4], [0.5, -0.2, 0.0], [-1.8, 2.4, -0.8], [-0.4, -0.6, -0.4], [1.1, 1.1, -0.5], [0.1, 0.2, 0.7], [0.8, 0.7, -1.1], [-2.4, -3.6, -0.2], [1.5, 2.4, 0.9], [-1.8, -0.9, 0.6], [-0.8, 0.4, 1.1], [2.3, 1.0, -1.8], [0.0, -1.3, 0.1], [1.3, -1.8, -2.9], [-0.9, 3.5, 3.0], [-0.4, 0.2, -1.0], [-0.7, 0.4, 1.6], [1.0, -0.6, -0.6], [-0.2, 1.9, -1.1], [1.3, 0.0, 2.7], [-1.2, -0.7, -1.4], [0.7, -1.2, 1.7], [-1.3, -0.4, 0.9], [0.6, 1.7, -2.5], [-2.7, 0.6, -0.8], [-1.1, -1.9, -1.5], [3.6, 1.3, 2.5], [0.5, -2.1, -1.4], [-5.4, -1.7, 0.0], [5.0, 3.7, 1.5], [-0.9, 1.7, 1.5], [-1.3, 0.2, -0.6], [2.8, -2.0, -1.2], [0.6, -0.2, -1.0], [-0.8, 1.0, -1.2], [0.3, -1.1, 2.2], [-0.4, 0.9, 0.5], [-4.1, -2.1, 1.3], [4.5, 1.2, -1.8], [3.4, 0.5, -2.1], [0.1, 2.4, 0.7], [-3.7, -3.1, 1.1]]}